Entry from OMol25: C5H7O3Pb as an isolated structure in a non-equilibrium geometry (ωB97M-V with the def2-TZVPD basis set).

XYZ file:
```
16
Properties=species:S:1:pos:R:3:forces:R:3
O 1.403497 0.500141 0.030112 0.2 -0.4 0.2
Pb 2.493604 2.467049 -0.239502 2.9 1.4 -0.2
O 0.410352 2.355839 -0.394095 -1.5 1.4 -0.1
C 0.244942 1.175981 -0.055463 -3.9 -2.9 -0.2
O -0.837188 0.522598 0.135907 1.1 0.5 0.8
C 1.457127 -0.963585 0.263131 -0.1 -1.1 0.3
C 2.830117 -1.436681 0.028121 0.2 0.2 0.0
H 1.117066 -1.133102 1.289918 0.0 0.0 -0.2
H 0.734615 -1.400399 -0.442903 0.1 0.2 0.1
H 3.215368 -2.276902 0.604445 -0.1 0.3 -0.2
H 3.394289 -1.067673 -0.829209 -0.1 -0.2 0.2
C -2.366717 0.747975 -0.612139 0.1 0.4 -2.7
C -3.448519 0.218761 0.060136 2.0 1.4 1.1
H -4.426554 0.580941 -0.288044 0.4 -0.7 -0.7
H -3.353817 0.451139 1.139049 -0.2 -1.8 0.2
H -2.868185 -0.742076 -0.689470 -1.0 1.3 1.4
```
Positions in Å, forces in eV/Å.

Values from the calculation:
expectation value of S²: 0.75
HOMO energy (alpha / beta): -16.246 / -17.204 eV
multiplicity: 2
lowest unoccupied orbital energy (alpha / beta): -10.0 / -10.0 eV
maximum force: 4.87 eV/A
orbital gap (alpha / beta): 6.3 / 7.2 eV
net charge: +2
relative energy (zero: lowest compared OMol25 entry of this formula, charge and spin): 3.5116 eV


Entry from OMol25: C30H52BrN5O2SSbSi3V as an isolated structure (ωB97M-V with the def2-TZVPD basis set).

XYZ file:
```
96
Properties=species:S:1:pos:R:3:forces:R:3
V -0.554612 0.406764 0.103513 0.0 -0.2 -0.1
Br 2.546778 6.688009 -4.882278 0.0 0.0 0.0
C 1.813093 5.321126 -3.811591 0.0 0.0 0.0
C 1.753462 4.026751 -4.308558 0.0 0.0 0.0
C 1.219729 3.024239 -3.515783 0.0 0.0 0.0
C 0.745995 3.318588 -2.241125 0.0 0.0 0.0
C 0.811140 4.621353 -1.757727 0.0 0.0 0.0
C 1.347499 5.629782 -2.540900 0.0 0.0 0.0
C 0.196185 2.236775 -1.387236 -0.1 -0.1 0.1
O -0.307272 2.500155 -0.254691 0.1 0.1 -0.2
O 0.247971 1.025476 -1.779216 0.0 0.1 0.2
H 2.122508 3.810350 -5.301134 0.0 0.0 0.0
H 1.166045 2.006052 -3.877925 0.0 0.0 0.0
H 0.450128 4.833387 -0.759888 0.0 0.0 0.0
H 1.409760 6.644573 -2.173912 0.0 0.0 0.0
C 4.400276 2.737053 0.366570 0.0 0.0 0.0
C 3.935239 1.724793 -0.662046 0.0 0.0 0.0
N 2.772988 1.010486 -0.158043 0.0 0.0 0.0
C 2.320400 1.008929 1.118786 0.0 -0.1 0.0
N 1.170153 0.421578 1.352399 -0.3 0.1 -0.2
C 0.676506 0.381933 2.722421 0.1 0.0 0.0
C 1.116738 1.609831 3.497578 0.0 0.0 0.0
C 2.629492 1.690344 3.445531 0.0 0.0 0.0
N 3.089177 1.592937 2.065818 0.0 0.0 0.0
C 4.424317 2.072845 1.731081 0.0 0.0 0.0
H 3.717261 3.589543 0.394700 0.0 0.0 0.0
H 5.390779 3.105707 0.102645 0.0 0.0 0.0
H 4.740546 1.017890 -0.882316 0.0 0.0 0.0
H 3.662187 2.220440 -1.595527 0.0 0.0 0.0
H 2.165421 0.550938 -0.818990 0.0 0.0 0.0
H 1.022372 -0.524909 3.234004 0.0 0.0 0.0
H -0.422850 0.319578 2.701424 0.0 0.0 0.0
H 0.782355 1.566780 4.534310 0.0 0.0 0.0
H 0.682348 2.498440 3.035928 0.0 0.0 0.0
H 3.079505 0.897276 4.052363 0.0 0.0 0.0
H 2.976352 2.644713 3.845556 0.0 0.0 0.0
H 5.145330 1.248021 1.744979 0.0 0.0 0.0
H 4.721129 2.780374 2.504233 0.0 0.0 0.0
C 1.499658 -5.443257 -0.155494 0.0 0.0 0.0
Si 1.287186 -3.803850 0.711462 0.0 0.0 0.0
C 0.808063 -4.045132 2.504483 0.0 0.0 0.0
C 2.852598 -2.789226 0.595653 0.0 0.0 0.0
Sb -0.584087 -2.423633 -0.319517 -0.1 0.3 0.1
Si -0.374922 -2.608826 -2.854490 0.0 -0.1 0.1
C -0.751201 -4.344336 -3.435921 0.0 0.0 0.0
C 1.371096 -2.107350 -3.293171 0.0 0.0 0.0
C -1.590676 -1.378525 -3.563465 0.0 0.0 0.0
Si -2.723798 -3.706736 0.216189 0.0 0.0 0.0
C -4.031471 -3.188197 -1.012779 0.0 0.0 0.0
C -3.220701 -3.196654 1.943791 0.0 0.0 0.0
C -2.391885 -5.542966 0.118585 0.0 0.0 0.0
H 2.303640 -6.010547 0.321310 0.0 0.0 0.0
H 1.769301 -5.305060 -1.204555 0.0 0.0 0.0
H 0.591135 -6.045707 -0.115196 0.0 0.0 0.0
H 1.584333 -4.602651 3.034943 0.0 0.0 0.0
H -0.125688 -4.601296 2.602822 0.0 0.0 0.0
H 0.678389 -3.084323 3.007580 0.0 0.0 0.0
H 3.666933 -3.306309 1.110828 0.0 0.0 0.0
H 2.704841 -1.813134 1.061621 0.0 0.0 0.0
H 3.159669 -2.625550 -0.439517 0.0 0.0 0.0
H -0.048581 -5.071771 -3.025032 0.0 0.0 0.0
H -0.688011 -4.394176 -4.526330 0.0 0.0 0.0
H -1.757899 -4.651302 -3.147149 0.0 0.0 0.0
H 2.114864 -2.757393 -2.827870 0.0 0.0 0.0
H 1.550466 -1.080384 -2.967168 0.0 0.0 0.0
H 1.517210 -2.152515 -4.375693 0.0 0.0 0.0
H -2.617491 -1.600988 -3.269212 0.0 0.0 0.0
H -1.537002 -1.385662 -4.655760 0.0 0.0 0.0
H -1.334174 -0.378312 -3.208130 0.0 0.0 0.0
H -4.177900 -2.106342 -0.991738 0.0 0.0 0.0
H -4.984343 -3.662754 -0.763883 0.0 0.0 0.0
H -3.771069 -3.478668 -2.031728 0.0 0.0 0.0
H -3.417846 -2.122726 1.987101 0.0 0.0 0.0
H -2.437909 -3.425325 2.670011 0.0 0.0 0.0
H -4.129880 -3.720032 2.251083 0.0 0.0 0.0
H -2.033519 -5.825499 -0.873290 0.0 0.0 0.0
H -3.302230 -6.112219 0.322616 0.0 0.0 0.0
H -1.640178 -5.845355 0.850022 0.0 0.0 0.0
N -3.171516 2.460299 -1.955484 0.1 0.0 0.0
C -3.159189 2.142336 -0.660311 -0.2 -0.1 0.1
S -3.105931 0.491877 -0.205723 0.2 0.0 0.0
N -3.226997 3.143254 0.220898 0.1 0.0 0.0
C -3.108990 3.005952 1.641583 0.0 0.0 0.0
C -2.016499 3.577169 2.274825 0.0 0.0 0.0
C -1.917717 3.504400 3.657724 0.0 0.0 0.0
C -2.891948 2.842954 4.390492 0.0 0.0 0.0
C -3.975029 2.264213 3.742136 0.0 0.0 0.0
C -4.096132 2.354787 2.364827 0.0 0.0 0.0
H -3.163280 1.712346 -2.627671 0.0 0.0 0.0
H -3.198366 3.411857 -2.283981 0.0 0.0 0.0
H -3.094537 4.080151 -0.133486 0.0 0.0 0.0
H -1.250914 4.064599 1.683188 0.0 0.0 0.0
H -1.078065 3.965823 4.160890 0.0 0.0 0.0
H -2.814388 2.786011 5.468072 0.0 0.0 0.0
H -4.740080 1.754985 4.312669 0.0 0.0 0.0
H -4.943772 1.922773 1.851381 0.0 0.0 0.0
```
Positions in Å, forces in eV/Å.

Values from the calculation:
expectation value of S²: 3.76
HOMO energy (alpha / beta): -9.845 / -10.414 eV
multiplicity: 4
lowest unoccupied orbital energy (alpha / beta): -1.9 / -2.0 eV
maximum force: 0.37 eV/A
orbital gap (alpha / beta): 7.9 / 8.4 eV
net charge: +1
relative energy (zero: lowest compared OMol25 entry of this formula, charge and spin): 0.0000 eV